Entry 1:
Here is a 2-piece molecular cluster, C6H12O overall from the Open Molecules 2025 dataset. Energies are from wB97M-V/def2-TZVPD.

Its HOMO-LUMO gap is 9.914 eV. For the energy relative to the best compared isomer or geometry (same formula, charge and spin), the calculation gives 56.03 kcal/mol. Its SMILES is C=CCC(=C)C.O.

```
! wB97M-V def2-TZVPD RIJCOSX def2/J DEFGRID3
* xyz 0 1
O 3.16211 0.03921 -2.88565
C -0.53436 -0.62862 -0.07288
C -1.46013 -1.17729 -0.84856
C -1.21512 1.11655 2.26419
C -0.37323 0.88292 -0.17301
C -0.93518 1.61460 1.05623
C 0.32359 -1.31415 0.93162
H 1.36095 -1.00361 0.81041
H -1.13454 1.78686 3.11334
H -1.90699 -2.13983 -0.59828
H -1.73105 0.17137 2.33457
H 0.32493 -2.39404 0.76966
H 2.87539 -0.12538 -3.78958
H 4.12245 -0.07656 -2.93116
H -0.60111 2.65121 1.03461
H -1.94938 -0.72692 -1.70607
H -1.06345 1.23075 -0.95275
H 0.12154 -1.20937 1.99182
H 0.61358 1.30229 -0.34849
*
```

---

Entry 2:
Here is C6H12O as an isolated structure from the Open Molecules 2025 dataset. Energies are from wB97M-V/def2-TZVPD.

Its HOMO-LUMO gap is 9.402 eV. For the energy relative to the best compared isomer or geometry (same formula, charge and spin), the calculation gives 92.14 kcal/mol.

```
! wB97M-V def2-TZVPD RIJCOSX def2/J DEFGRID3
* xyz 0 1
O 0.94553 2.25224 -1.16763
C -1.30778 -0.63442 -0.67386
C -0.10123 0.25827 -0.35480
C -0.04464 1.55463 -1.05932
C -1.91478 -1.19257 0.60998
C 2.11415 0.45835 0.69512
C 1.20041 -0.40973 -0.10496
H -1.17559 -1.77938 1.16743
H 1.80456 -0.51244 -1.01831
H -1.04877 -1.47712 -1.34444
H 2.40407 1.35512 0.14790
H 0.03850 0.97806 1.14653
H 1.13477 1.01543 1.56483
H -1.02207 1.90668 -1.45267
H 2.99156 -0.10325 1.07109
H -2.06752 -0.06240 -1.22521
H -2.77625 -1.83629 0.41135
H -2.23200 -0.36594 1.25287
H 1.05708 -1.40523 0.33412
*
```

---

Entry 3:
Here is a 3-piece molecular cluster, C6H12O overall from the Open Molecules 2025 dataset. Energies are from wB97M-V/def2-TZVPD.

Its HOMO-LUMO gap is 10.436 eV. For the energy relative to the best compared isomer or geometry (same formula, charge and spin), the calculation gives 94.10 kcal/mol. Its SMILES is C1=CC1.C=O.CC.

```
! wB97M-V def2-TZVPD RIJCOSX def2/J DEFGRID3
* xyz 0 1
O 0.52495 -2.00693 -0.50891
C 2.29343 0.68576 0.27669
C -1.75154 0.99190 0.38175
C -0.02381 -2.09286 0.56085
C 1.41814 0.96645 -0.93987
C -2.27647 0.02488 -0.63921
C -2.22392 -0.11272 0.85842
H -0.95473 -2.67847 0.69431
H -3.22877 0.23072 -1.13637
H 1.93263 1.21650 1.16600
H -1.27323 1.94685 0.53230
H 1.42278 2.02994 -1.20472
H 0.38214 0.67220 -0.75449
H 2.30210 -0.38693 0.49800
H -2.44289 -0.73875 1.71003
H 3.32856 0.99850 0.10146
H 1.75740 0.39399 -1.80838
H 0.37957 -1.60613 1.47057
H -1.56633 -0.53491 -1.25844
*
```

---

Entry 4:
Here is one molecule with the formula C6H12O from the Open Molecules 2025 dataset. Energies are from wB97M-V/def2-TZVPD.

Its HOMO-LUMO gap is 10.578 eV. For the energy relative to the best compared isomer or geometry (same formula, charge and spin), the calculation gives 42.62 kcal/mol. Its SMILES is COCC1(C)CC1.

```
! wB97M-V def2-TZVPD RIJCOSX def2/J DEFGRID3
* xyz 0 1
O 1.60592 0.55721 -0.04903
C 2.63041 -0.32833 -0.41918
C -1.49457 -1.09739 -0.12733
C 0.62844 0.07490 0.85086
C -0.82060 -0.30035 -1.20119
C -0.76014 0.17297 0.22437
C -1.60750 1.37234 0.63858
H -2.33002 1.11599 1.42358
H -2.17490 1.77353 -0.20695
H 2.82699 -0.20915 -1.49139
H -2.57997 -1.07062 -0.07635
H -1.42243 0.26989 -1.90255
H 0.67198 0.68666 1.76197
H -1.05705 -2.05354 0.15170
H 3.55580 -0.11292 0.13059
H 2.36111 -1.37831 -0.23675
H -0.98242 2.18385 1.02490
H 0.09383 -0.69579 -1.63646
H 0.85516 -0.96094 1.14064
*
```

---

Entry 5:
Here is a 2-piece molecular cluster, C6H12O overall from the Open Molecules 2025 dataset. Energies are from wB97M-V/def2-TZVPD.

Its HOMO-LUMO gap is 8.452 eV. For the energy relative to the best compared isomer or geometry (same formula, charge and spin), the calculation gives 111.16 kcal/mol.

```
! wB97M-V def2-TZVPD RIJCOSX def2/J DEFGRID3
* xyz 0 1
O 2.19170 -0.61983 -0.66715
C 0.40781 0.14557 -2.06224
C -1.43447 -0.70953 2.09717
C -1.61411 -0.33311 -0.76161
C -0.25274 -0.72114 -0.93898
C 1.01355 1.35606 0.15433
C 1.01859 0.13427 -0.73150
H -0.13365 1.02660 -2.39224
H 2.26686 -0.96261 0.23368
H -1.63428 0.75907 -0.55907
H -1.11033 0.33235 2.17180
H 0.87828 -0.43943 -2.84505
H -1.97011 -0.87923 1.15272
H 0.07053 1.90526 0.08656
H -0.02191 -1.78122 -1.05181
H 1.16590 1.07309 1.20315
H -0.56115 -1.36704 2.12980
H -2.10811 -0.94435 2.92316
H 1.82764 2.02523 -0.14273
*
```

---

Entry 6:
Here is a 2-piece molecular cluster, C6H12O overall from the Open Molecules 2025 dataset. Energies are from wB97M-V/def2-TZVPD.

Its HOMO-LUMO gap is 9.994 eV. For the energy relative to the best compared isomer or geometry (same formula, charge and spin), the calculation gives 57.15 kcal/mol. Its SMILES is CC(C)=CCC=O.[H][H].

```
! wB97M-V def2-TZVPD RIJCOSX def2/J DEFGRID3
* xyz 0 1
O 0.85834 2.33736 0.69098
C -0.27764 -0.70710 -0.02374
C 0.09583 1.38709 -1.38540
C -1.55477 -0.21099 0.61080
C 0.17606 -2.09043 0.35400
C 1.11717 1.92308 -0.41873
C 0.34244 -0.05370 -1.01319
H 0.08003 -2.29161 1.42715
H 0.34470 1.59925 -2.43069
H -1.55864 0.87005 0.78109
H 1.23177 -0.49821 -1.45666
H 0.68799 0.02288 1.69123
H -0.90826 1.75136 -1.15354
H 1.21764 -2.26517 0.06663
H 2.16754 1.75051 -0.73492
H -2.37468 -0.45907 -0.07196
H -1.75767 -0.69756 1.57089
H 0.82480 0.75211 1.76169
H -0.45676 -2.80879 -0.17455
*
```